--- i ---
ORCA calculation (wB97M-V/def2-TZVPD) on the molecule C5H10N2O2.

Atoms and positions in Å:
C (1.79651, -0.48275, -1.17002)
C (1.60995, 0.50151, 1.20174)
C (0.97998, 0.16803, -0.10801)
C (-0.19313, 0.93947, -0.53668)
O (-0.39026, 1.97498, -1.10060)
H (1.59841, -1.55733, -1.09385)
H (1.50990, -0.19039, -2.18158)
H (2.22766, 1.39631, 1.06205)
H (0.83602, 0.72634, 1.93415)
H (2.85963, -0.29389, -1.03244)
H (2.24767, -0.31294, 1.54263)
C (-1.26680, -0.23457, 0.02838)
N (-2.24399, -0.50283, -0.95956)
N (-1.78386, 0.42219, 1.20014)
O (-0.34461, -1.21399, 0.25487)
H (-1.91960, -1.16753, -1.64784)
H (-3.16459, -0.72556, -0.60756)
H (-2.77024, 0.64955, 1.16669)
H (-1.58864, -0.09663, 2.04750)

Results
**Spin multiplicity**: 1
**E_HOMO**: -8.05 eV

Quick look at the Mulliken charges, all values in e:
1 C -1.429
2 C -1.402
3 C 1.614
4 C -0.297
5 O -0.558
6 H 0.333
7 H 0.366
8 H 0.354
9 H 0.357
10 H 0.401
11 H 0.379
12 C 0.862
13 N -0.571
14 N -0.592
15 O -0.698
16 H 0.226
17 H 0.207
18 H 0.225
19 H 0.223


--- ii ---
ORCA calculation (wB97M-V/def2-TZVPD) on the molecule C5H10N2O2.

Atoms and positions in Å:
C (-0.83363, 2.86388, -1.03944)
N (-0.26329, 1.68693, -0.43249)
C (-0.54637, 1.14310, 0.79536)
O (-1.34625, 1.70303, 1.49314)
C (0.10065, -0.08607, 1.29973)
C (-0.19051, -1.15757, 0.21093)
N (0.61809, -2.35308, 0.56498)
C (1.07916, -3.03791, -0.52485)
O (0.52840, -2.87320, -1.67653)
H (-1.92115, 2.72140, -1.34807)
H (-0.32559, 3.06435, -2.02449)
H (-0.66649, 3.74049, -0.46696)
H (0.43674, 1.16409, -0.98299)
H (-0.07177, -0.45894, 2.36457)
H (1.23800, -0.03622, 1.41858)
H (-0.00709, -0.80492, -0.76071)
H (-1.25355, -1.47954, 0.18765)
H (1.33534, -2.37810, 1.39586)
H (2.08931, -3.42172, -0.47428)

Results
**Spin multiplicity**: 1
**E_HOMO**: -9.72 eV

Quick look at the Mulliken charges, all values in e:
1 C -0.917
2 N -0.181
3 C 0.465
4 O -0.608
5 C -0.531
6 C -0.525
7 N -0.224
8 C 0.014
9 O -0.581
10 H 0.265
11 H 0.324
12 H 0.323
13 H 0.269
14 H 0.312
15 H 0.345
16 H 0.378
17 H 0.191
18 H 0.332
19 H 0.347


--- iii ---
ORCA calculation (wB97M-V/def2-TZVPD) on a structure of composition C5H10N2O2.

Atoms and positions in Å:
C (1.35651, 0.50041, 1.52519)
N (0.68924, -0.56230, 0.74166)
C (1.12085, -0.56124, -0.75220)
O (2.14711, 0.00116, -1.06558)
H (0.84656, -1.47419, 1.17654)
H (0.78612, -1.50778, -1.20162)
H (2.42753, 0.31661, 1.51917)
H (0.94906, 0.49608, 2.53172)
H (1.15042, 1.45522, 1.05465)
C (-0.86791, -0.30749, 0.58157)
N (-1.47780, -1.57792, 0.38952)
C (-0.60537, 0.34813, -1.30582)
C (-0.76163, 1.66456, -1.43680)
O (-1.35389, 0.53937, 1.30674)
H (-2.47992, -1.47600, 0.49117)
H (-1.26295, -2.03335, -0.48885)
H (-0.97867, -0.29076, -2.10876)
H (-0.47035, 2.34918, -0.64549)
H (-1.21490, 2.12030, -2.31281)

Results
**Spin multiplicity**: 1
**E_HOMO (spin up / spin down)**: -8.60 / -8.60 eV

Quick look at the Mulliken charges, all values in e:
1 C -0.811
2 N -0.072
3 C 0.125
4 O -0.568
5 H 0.399
6 H 0.356
7 H 0.329
8 H 0.336
9 H 0.275
10 C 0.554
11 N -0.600
12 C -0.277
13 C -0.690
14 O -0.605
15 H 0.265
16 H 0.249
17 H 0.267
18 H 0.173
19 H 0.294


The computed energies, referenced to the most stable structure and given in eV, are i 1.428; ii 0.000; iii 2.745.


--- i ---
ORCA calculation (wB97M-V/def2-TZVPD) on a cluster of 2 separate species, C5H10N2O2 in total.

Atoms and positions in Å:
C (-1.27224, -1.29878, -0.14769)
C (-0.41172, -0.36202, -0.55374)
C (-0.28196, 1.03037, 0.16282)
C (-1.40365, 1.94078, -0.34824)
O (0.97116, 1.54714, -0.26735)
O (-0.36001, 0.91876, 1.52206)
H (-1.62034, -1.31615, 0.87396)
H (-1.56298, -2.12584, -0.77645)
H (-0.10183, -0.31992, -1.59105)
H (-2.36309, 1.51582, -0.06950)
H (-1.29836, 2.92051, 0.11344)
H (-1.34432, 2.03950, -1.43000)
H (1.31915, 2.10829, 0.43552)
H (0.32911, 0.17076, 1.82150)
N (1.40577, -0.99785, 1.70280)
C (1.46612, -1.40216, 0.60562)
N (1.91609, -2.10644, -0.43159)
H (1.83334, -1.65338, -1.33003)
H (2.77977, -2.60940, -0.29208)

Results
**Spin multiplicity**: 1
**E_HOMO**: -9.68 eV

Quick look at the Mulliken charges, all values in e:
1 C -0.594
2 C -1.003
3 C 1.082
4 C -1.481
5 O -0.551
6 O -0.632
7 H 0.284
8 H 0.281
9 H 0.599
10 H 0.334
11 H 0.378
12 H 0.344
13 H 0.354
14 H 0.473
15 N -0.605
16 C 0.633
17 N -0.438
18 H 0.265
19 H 0.276


--- ii ---
ORCA calculation (wB97M-V/def2-TZVPD) on the molecule C5H10N2O2.

Atoms and positions in Å:
C (-0.86121, 2.12573, -0.10515)
C (-0.08796, 0.78886, 0.23416)
C (1.22137, 0.73876, -0.39915)
O (1.48402, -0.57460, -0.92041)
C (1.32679, -1.50419, 0.20437)
C (-0.15547, -1.81798, 0.12174)
N (-0.79812, -0.46469, 0.21420)
N (-2.07208, -0.25188, -0.17869)
O (-2.73013, -1.26670, -0.53850)
H (-1.87042, 1.98323, 0.51170)
H (-1.05737, 1.96213, -1.21720)
H (-0.34294, 3.08675, 0.40546)
H (0.20047, 0.92038, 1.29088)
H (1.95153, 1.11613, 0.39955)
H (1.33669, 1.28029, -1.29585)
H (1.93585, -2.37245, 0.10003)
H (1.48133, -1.06891, 1.17986)
H (-0.52780, -2.54424, 0.84558)
H (-0.43454, -2.13662, -0.85260)

Results
**Spin multiplicity**: 1
**E_HOMO**: -9.12 eV

Quick look at the Mulliken charges, all values in e:
1 C -1.102
2 C 0.103
3 C -0.396
4 O -0.454
5 C -0.556
6 C -0.381
7 N 0.564
8 N -0.355
9 O -0.532
10 H 0.306
11 H 0.379
12 H 0.312
13 H 0.156
14 H 0.253
15 H 0.408
16 H 0.406
17 H 0.292
18 H 0.313
19 H 0.284


The computed energies, referenced to the most stable structure and given in eV, are i 0.000; ii 2.660.


--- i ---
ORCA calculation (wB97M-V/def2-TZVPD) on the molecule C5H10N2O2.

Atoms and positions in Å:
C (-0.18411, -0.02056, -2.29731)
N (0.69851, -0.95066, -1.63310)
C (1.13813, -0.88489, -0.34197)
O (2.00861, -1.63782, 0.07730)
C (0.50710, 0.14992, 0.54926)
N (1.15864, 1.37908, 0.65496)
C (-0.62416, -0.19883, 1.19762)
C (-1.40876, 0.75172, 2.05186)
O (-1.18973, -1.46233, 1.14092)
H (0.36545, 0.90780, -2.47457)
H (-1.06585, 0.18633, -1.68698)
H (-0.49007, -0.45339, -3.25252)
H (1.17141, -1.65129, -2.19089)
H (2.15410, 1.18105, 0.79676)
H (1.14862, 1.83239, -0.25812)
H (-1.16806, 1.79952, 1.84850)
H (-1.22069, 0.54955, 3.11062)
H (-2.48096, 0.62628, 1.86435)
H (-0.51822, -2.10381, 0.84327)

Results
**Spin multiplicity**: 1
**E_HOMO**: -8.69 eV

Quick look at the Mulliken charges, all values in e:
1 C -0.754
2 N -0.081
3 C -0.029
4 O -0.644
5 C 0.128
6 N -0.637
7 C 0.722
8 C -1.207
9 O -0.567
10 H 0.248
11 H 0.269
12 H 0.324
13 H 0.276
14 H 0.323
15 H 0.287
16 H 0.338
17 H 0.277
18 H 0.360
19 H 0.368


--- ii ---
ORCA calculation (wB97M-V/def2-TZVPD) on the molecule C5H10N2O2.

Atoms and positions in Å:
C (-3.26692, -0.27186, 0.17603)
O (-1.93787, -0.40009, 0.67557)
C (-1.09256, 0.59654, 0.37526)
O (-1.35271, 1.52426, -0.37105)
N (0.10277, 0.38627, 1.03227)
N (1.16667, 1.32045, 0.70912)
C (1.38263, 0.07587, 0.11167)
C (1.31241, -0.04345, -1.38544)
C (2.27151, -0.89910, 0.82053)
H (-3.86392, 0.35952, 0.84497)
H (-3.26380, 0.17427, -0.82501)
H (-3.68469, -1.28214, 0.13642)
H (0.86540, 2.04965, 0.05665)
H (0.35983, 0.34511, -1.75223)
H (1.42418, -1.07403, -1.71860)
H (2.10262, 0.56349, -1.83518)
H (3.24557, -0.92931, 0.31588)
H (2.38942, -0.60364, 1.86101)
H (1.83946, -1.89178, 0.77214)

Results
**Spin multiplicity**: 1
**E_HOMO**: -9.18 eV

Quick look at the Mulliken charges, all values in e:
1 C -0.648
2 O -0.327
3 C 0.740
4 O -0.607
5 N -0.209
6 N -0.622
7 C 1.133
8 C -1.235
9 C -1.437
10 H 0.277
11 H 0.322
12 H 0.223
13 H 0.340
14 H 0.365
15 H 0.329
16 H 0.321
17 H 0.351
18 H 0.396
19 H 0.287


--- iii ---
ORCA calculation (wB97M-V/def2-TZVPD) on the molecule C5H10N2O2.

Atoms and positions in Å:
C (0.64214, 2.17288, 0.03376)
N (0.55731, 0.82676, -0.49351)
C (1.31152, -0.14681, 0.10594)
O (2.66418, -0.10683, 0.32513)
C (0.46688, -1.15012, 0.43202)
O (0.63334, -2.51408, 0.58572)
C (-0.81672, -0.53632, 0.06033)
C (-1.57190, -1.08647, -1.11637)
N (-1.55967, 0.06278, 1.04003)
H (0.82594, 2.88482, -0.77348)
H (-0.31676, 2.46652, 0.49374)
H (1.39552, 2.33218, 0.81654)
H (3.03560, 0.57270, -0.25200)
H (1.50706, -2.75301, 0.25304)
H (-0.94586, -1.01303, -2.00432)
H (-2.51093, -0.56124, -1.29221)
H (-1.78726, -2.14163, -0.93704)
H (-2.38578, 0.57525, 0.76296)
H (-1.14460, 0.11563, 1.95973)

Results
**Spin multiplicity**: 1
**E_HOMO**: -7.09 eV

Quick look at the Mulliken charges, all values in e:
1 C -0.898
2 N -0.414
3 C 0.268
4 O -0.500
5 C -0.519
6 O -0.566
7 C 1.302
8 C -1.376
9 N -0.410
10 H 0.285
11 H 0.303
12 H 0.318
13 H 0.351
14 H 0.321
15 H 0.372
16 H 0.423
17 H 0.262
18 H 0.210
19 H 0.269


The computed energies, referenced to the most stable structure and given in eV, are i 0.000; ii 1.313; iii 2.194.